Entry 1:
The molecule C4H9NO in a non-equilibrium geometry, computed with ωB97M-V/def2-TZVPD.

Summary:
**Structure (SMILES)**: CC(C)=NCO
**Maximum force**: 3.0 eV/Å
**M**: 87.12 u
**DFT total energy**: -7830.66768 eV
**Frontier orbital gap**: 9.84 eV
**HOMO**: -9.03 eV

Element x y z (Å)
C 0.1101 -1.8733 -0.9120
C 0.0579 -0.5526 -0.1965
C -1.0438 -0.4419 0.8284
N 0.9064 0.2949 -0.5611
C 1.0528 1.7638 -0.0497
O 0.1986 2.1937 0.9577
H 0.9271 -1.8749 -1.6266
H 0.2488 -2.6838 -0.1997
H -0.8304 -2.0355 -1.4364
H -1.3708 -1.4340 1.1305
H -0.7096 0.1115 1.7036
H -1.8976 0.0766 0.3905
H 2.0688 1.8053 0.3334
H 0.9727 2.3547 -0.9686
H -0.6909 2.2953 0.6066

Cartesian forces (eV/Å) of the 2 atoms listed first:
C 0.1 0.0 0.0
C -0.2 -0.4 0.0

---

Entry 2:
A cluster of 2 separate species, C4H9NO in total in a non-equilibrium geometry, computed with ωB97M-V/def2-TZVPD.

Summary:
**Structure (SMILES)**: CC(C)=N.C=O
**Maximum force**: 4.8 eV/Å
**M**: 87.12 u
**DFT total energy**: -7829.64245 eV
**Frontier orbital gap**: 9.90 eV
**HOMO**: -9.28 eV

Element x y z (Å)
C -1.6623 1.4082 0.0581
C -0.3657 0.6973 0.2617
C 0.3777 0.1299 -1.0292
N 0.0613 0.5124 1.3880
H -1.6484 2.3515 -0.5252
H -2.0387 1.6629 1.0030
H -2.4190 0.6646 -0.3431
H 1.4704 0.4476 -1.0725
H -0.1251 0.2858 -1.9726
H 0.3819 -0.9733 -0.9289
H 0.6929 -0.1925 1.4717
C 3.4961 -1.1066 0.5703
O 2.6078 -1.8791 0.7994
H 3.3309 -0.0685 0.4782
H 4.5371 -1.4327 0.6264

Cartesian forces (eV/Å) of the 2 atoms listed first:
C -0.7 -0.2 -1.3
C 0.0 0.1 -4.7

---

Entry 3:
The molecule C4H9NO, computed with ωB97M-V/def2-TZVPD.

Summary:
**Structure (SMILES)**: CC(C)NC=O
**Maximum force**: 0.3 eV/Å
**M**: 87.12 u
**DFT total energy**: -7831.93448 eV
**Frontier orbital gap**: 10.64 eV
**HOMO**: -9.72 eV

Element x y z (Å)
C 0.7745 1.3318 -0.7613
C -0.1868 0.2578 -0.2736
C -0.1456 -0.9976 -1.1462
N 0.1385 -0.0851 1.1055
C -0.7948 -0.5322 1.9803
O -1.9945 -0.4964 1.7936
H 0.5673 1.5929 -1.8032
H 1.8096 0.9681 -0.7108
H 0.6921 2.2359 -0.1501
H -1.2096 0.6483 -0.2607
H -0.8053 -1.7664 -0.7313
H 0.8745 -1.3996 -1.1847
H -0.4677 -0.7783 -2.1703
H 1.0928 -0.0132 1.4204
H -0.3451 -0.9661 2.8924

Cartesian forces (eV/Å) of the 2 atoms listed first:
C 0.0 0.0 0.0
C -0.1 0.1 -0.1

---

Entry 4:
A cluster of 2 separate species, C4H9NO in total in a non-equilibrium geometry, computed with ωB97M-V/def2-TZVPD.

Summary:
**Structure (SMILES)**: C=NC(=C)C.O
**Maximum force**: 4.9 eV/Å
**M**: 87.12 u
**DFT total energy**: -7829.22520 eV
**Frontier orbital gap**: 9.62 eV
**HOMO**: -9.13 eV

Element x y z (Å)
C -1.1362 -0.9065 1.5834
N 0.0199 -1.1150 1.0685
C 0.3066 -0.5489 -0.2762
C -0.6491 -0.2264 -1.1681
C 1.6960 -0.6775 -0.8328
H -1.3835 -1.2837 2.5585
H -1.9729 -0.3285 1.2838
H -1.6937 -0.5387 -1.0462
H -0.2683 0.3121 -2.0096
H 1.8707 0.0074 -1.6910
H 1.7506 -1.7663 -1.2082
H 2.5454 -0.5105 -0.1610
O -0.6696 2.5577 0.9198
H -0.4710 3.0039 0.0243
H 0.0549 2.0211 0.9550

Cartesian forces (eV/Å) of the 2 atoms listed first:
C 1.5 -0.3 0.3
N -0.6 0.5 -1.2

---

Entry 5:
A cluster of 2 separate species, C4H9NO in total in a non-equilibrium geometry, computed with ωB97M-V/def2-TZVPD.

Summary:
**Structure (SMILES)**: C=CO.C=NC
**Maximum force**: 2.4 eV/Å
**M**: 87.12 u
**DFT total energy**: -7828.95914 eV
**Frontier orbital gap**: 10.38 eV
**HOMO**: -9.48 eV

Element x y z (Å)
C 3.2124 -5.5338 0.6805
C 2.1464 -4.9635 0.1254
O 1.9627 -4.8529 -1.2238
H 3.3449 -5.6581 1.7480
H 3.7532 -6.3326 0.1756
H 1.3530 -4.5748 0.7634
H 1.1463 -5.3215 -1.4440
C -2.3845 3.4652 -0.5587
N -2.2853 4.6750 -0.8799
C -1.9640 5.6225 0.1224
H -2.7921 2.6639 -1.1718
H -2.0528 3.0674 0.4080
H -2.5337 6.5493 0.0999
H -0.9237 5.9878 0.0141
H -1.9827 5.2062 1.1408

Cartesian forces (eV/Å) of the 2 atoms listed first:
C -0.5 -1.6 0.0
C 0.4 -0.2 1.1

---

Entry 6:
A cluster of 2 separate species, C4H9NO in total in a non-equilibrium geometry, computed with ωB97M-V/def2-TZVPD.

Summary:
**Structure (SMILES)**: C=C(C)O.C=N
**Maximum force**: 4.0 eV/Å
**M**: 87.12 u
**DFT total energy**: -7828.08688 eV
**Frontier orbital gap**: 8.06 eV
**HOMO**: -7.33 eV

Element x y z (Å)
C -0.6784 0.9763 -0.6941
C -0.6457 0.0871 0.3925
C -0.9387 -1.3679 0.2780
O -0.5717 0.6188 1.6101
H -1.0543 0.5800 -1.6278
H -0.9487 2.0012 -0.4811
H -0.3226 -1.9488 0.9637
H -1.9983 -1.5058 0.5289
H -0.7651 -1.7252 -0.7324
H -0.2183 -0.0370 2.2285
C 1.4331 0.8657 -0.5159
N 1.6974 -0.3143 0.0746
H 1.5350 1.7326 0.1341
H 1.7278 1.1004 -1.5449
H 1.7486 -1.0630 -0.6142

Cartesian forces (eV/Å) of the 2 atoms listed first:
C -1.7 -1.2 1.6
C -2.5 2.2 -1.6

---

Entry 7:
A structure of composition C4H9NO, computed with ωB97M-V/def2-TZVPD.

Summary:
**Maximum force**: 0.8 eV/Å
**M**: 87.12 u
**DFT total energy**: -7827.41917 eV
**Frontier orbital gap**: 9.96 eV
**HOMO**: -9.03 eV

Element x y z (Å)
C -2.4772 -0.5846 -0.2500
C -0.9779 -0.5462 -0.1650
N -0.3521 0.5752 0.3077
C 0.5977 0.6147 -0.6573
O 1.9005 0.8809 -0.3918
C 2.3087 0.7419 0.9645
H -2.8641 -0.1917 0.6976
H -2.8385 0.0730 -1.0481
H -2.8572 -1.5942 -0.4243
H 0.0228 -0.5458 -1.2950
H -0.4909 -1.5028 0.0303
H 0.3355 1.1143 -1.5914
H 3.3906 0.5930 0.9541
H 1.8124 -0.1134 1.4314
H 2.0677 1.6381 1.5465

Cartesian forces (eV/Å) of the 2 atoms listed first:
C 0.0 0.0 -0.1
C 0.0 -0.1 -0.3

---

Entry 8:
A cluster of 2 separate species, C4H9NO in total in a non-equilibrium geometry, computed with ωB97M-V/def2-TZVPD.

Summary:
**Structure (SMILES)**: C=N/C=C/C.O
**Maximum force**: 1.1 eV/Å
**M**: 87.12 u
**DFT total energy**: -7830.10419 eV
**Frontier orbital gap**: 9.98 eV
**HOMO**: -9.01 eV

Element x y z (Å)
C -0.9253 1.0738 -1.7469
N -0.2253 0.3092 -1.0425
C -0.5855 -0.0993 0.2572
C -0.4296 0.6004 1.3694
C -0.6673 0.0566 2.7432
H -1.8140 1.6046 -1.3960
H -0.6591 1.3092 -2.7748
H -0.8844 -1.1359 0.3511
H 0.0543 1.5684 1.3541
H -0.8742 -1.0106 2.7634
H -1.5242 0.6107 3.1486
H 0.1484 0.2735 3.4325
O 2.3622 -1.6517 -1.5400
H 1.5217 -1.2031 -1.3643
H 3.0488 -1.0022 -1.6123

Cartesian forces (eV/Å) of the 2 atoms listed first:
C -0.3 0.7 0.0
N 0.2 -0.9 -0.2

---

Entry 9:
The molecule C4H9NO, computed with ωB97M-V/def2-TZVPD.

Summary:
**Structure (SMILES)**: C=C(O)N(C)C
**Maximum force**: 0.4 eV/Å
**M**: 87.12 u
**DFT total energy**: -7829.05992 eV
**Frontier orbital gap**: 8.79 eV
**HOMO**: -7.99 eV

Element x y z (Å)
C 2.0162 0.5398 0.1038
C 0.8786 -0.3444 0.0674
O 1.3266 -1.5670 0.0649
N -0.4274 -0.1080 -0.0445
C -0.9871 1.2177 0.1318
C -1.3607 -1.1871 -0.3164
H 2.4624 0.5753 1.1003
H 1.9464 1.5245 -0.3586
H 2.3374 -0.9395 -0.1321
H -1.7815 1.1890 0.8871
H -0.2038 1.8988 0.4648
H -1.4139 1.5871 -0.8087
H -2.0565 -0.8817 -1.1063
H -1.9363 -1.4389 0.5820
H -0.8005 -2.0657 -0.6354

Cartesian forces (eV/Å) of the 2 atoms listed first:
C -0.2 0.4 0.0
C -0.2 0.2 0.0

---

Entry 10:
The molecule C4H9NO in a non-equilibrium geometry, computed with ωB97M-V/def2-TZVPD.

Summary:
**Structure (SMILES)**: CCN(C)C=O
**Maximum force**: 3.1 eV/Å
**M**: 87.12 u
**DFT total energy**: -7830.81702 eV
**Frontier orbital gap**: 10.26 eV
**HOMO**: -9.41 eV

Element x y z (Å)
C -0.2401 -1.0979 1.6903
C 0.2521 -1.0862 0.2100
N 0.1539 0.3214 -0.5086
C -0.5674 0.7026 -1.7682
C 0.7895 1.3838 0.0592
O 1.4766 1.3253 1.1017
H -0.6581 -2.0387 2.1068
H -1.0319 -0.3582 1.6524
H 0.5279 -0.8033 2.4112
H -0.3639 -1.8187 -0.3266
H 1.2943 -1.4427 0.1921
H -1.6506 0.5538 -1.7090
H -0.1883 0.2150 -2.6756
H -0.4562 1.7854 -1.9830
H 0.6623 2.3585 -0.4525

Cartesian forces (eV/Å) of the 2 atoms listed first:
C 0.0 0.6 -0.3
C 0.0 0.4 -0.2

---

Entry 11:
The molecule C4H9NO, computed with ωB97M-V/def2-TZVPD.

Summary:
**Structure (SMILES)**: C[C@@]1(CO)CN1
**Maximum force**: 0.7 eV/Å
**M**: 87.12 u
**DFT total energy**: -7830.22723 eV
**Frontier orbital gap**: 10.59 eV
**HOMO**: -9.60 eV

Element x y z (Å)
C -1.3771 -0.9102 -0.0019
C -0.0991 -0.0982 0.0992
C 1.1228 -0.6641 -0.6335
O 2.1068 0.3276 -0.8338
C -0.2934 1.3580 0.1272
N 0.3738 0.6965 1.2504
H -2.1059 -0.6134 0.7634
H -1.7961 -0.5924 -0.9670
H -1.2723 -2.0006 -0.0128
H 1.5448 -1.5116 -0.0610
H 0.8230 -1.0489 -1.6146
H 2.2221 0.7501 0.0335
H -1.3309 1.6459 0.2998
H 0.2831 1.9954 -0.5365
H -0.2016 0.6659 2.0876

Cartesian forces (eV/Å) of the 2 atoms listed first:
C -0.1 0.3 0.0
C 0.6 -0.4 0.0

---

Entry 12:
A cluster of 2 separate species, C4H9NO in total in a non-equilibrium geometry, computed with ωB97M-V/def2-TZVPD.

Summary:
**Structure (SMILES)**: C=C1CON1.C
**Maximum force**: 5.0 eV/Å
**M**: 87.12 u
**DFT total energy**: -7826.06694 eV
**Frontier orbital gap**: 9.42 eV
**HOMO**: -8.47 eV

Element x y z (Å)
C -0.5546 1.6246 -1.6083
C -0.6674 0.7882 -0.6102
C -1.1633 0.7371 0.8125
O -1.6037 -0.6120 0.5673
N -0.8007 -0.6738 -0.6550
H -0.8954 1.2486 -2.6262
H -0.4215 2.7013 -1.6579
H -0.3847 0.7080 1.5628
H -2.0637 1.2113 1.2268
H -1.1872 -1.2280 -1.3958
C 2.0059 -1.2700 1.0220
H 2.3978 -0.9906 -0.1003
H 1.2172 -1.5384 0.3947
H 2.5583 -2.1106 1.3946
H 1.5629 -0.5958 1.6731

Cartesian forces (eV/Å) of the 2 atoms listed first:
C -0.9 0.4 -2.9
C -1.3 -1.5 -0.2

---

Entry 13:
The molecule C4H9NO in a non-equilibrium geometry, computed with ωB97M-V/def2-TZVPD.

Summary:
**Structure (SMILES)**: C[C@]1(CO)CN1
**Maximum force**: 2.7 eV/Å
**M**: 87.12 u
**DFT total energy**: -7829.92325 eV
**Frontier orbital gap**: 10.26 eV
**HOMO**: -9.37 eV

Element x y z (Å)
C -0.1822 -1.3855 0.3549
C 0.1966 -0.0520 -0.1992
C 0.2324 0.9109 1.0931
O -1.0717 0.9630 1.6290
C -0.1125 0.3985 -1.5822
N 1.2667 0.0668 -1.1577
H -0.3694 -2.1303 -0.4769
H 0.5436 -1.6850 1.0834
H -1.1020 -1.2036 0.9136
H 0.6214 1.9209 0.8816
H 0.8682 0.4755 1.9064
H -1.6206 1.4308 0.9811
H -0.1931 1.4481 -1.7630
H -0.6363 -0.3375 -2.1924
H 1.5589 -0.8206 -1.4718

Cartesian forces (eV/Å) of the 2 atoms listed first:
C -1.4 -0.4 -1.6
C 0.8 1.2 2.3

---

Entry 14:
A cluster of 2 separate species, C4H9NO in total in a non-equilibrium geometry, computed with ωB97M-V/def2-TZVPD.

Summary:
**Structure (SMILES)**: CC(N)=O.C=C
**Maximum force**: 4.6 eV/Å
**M**: 87.12 u
**DFT total energy**: -7829.91895 eV
**Frontier orbital gap**: 9.56 eV
**HOMO**: -8.72 eV

Element x y z (Å)
C -0.6592 1.1844 -1.2267
C 0.4320 0.1709 -0.9464
N 1.2712 0.5604 0.1642
O 0.8829 -0.5743 -1.7955
H -1.0475 1.0582 -2.2363
H -0.2732 2.1974 -1.1435
H -1.4803 1.0726 -0.5313
H 1.2817 1.5220 0.4773
H 2.1393 0.0470 0.2076
C -0.6847 -1.4740 0.5922
C -0.1118 -0.8482 1.6524
H -0.1641 -2.2713 0.0729
H -1.7318 -1.3315 0.3729
H 0.8307 -1.1652 2.0693
H -0.6851 -0.1485 2.2707

Cartesian forces (eV/Å) of the 2 atoms listed first:
C -0.6 -0.6 0.0
C 3.4 3.0 -0.7

---

Entry 15:
A cluster of 2 separate species, C4H9NO in total, computed with ωB97M-V/def2-TZVPD.

Summary:
**Maximum force**: 0.7 eV/Å
**M**: 87.12 u
**DFT total energy**: -7827.55246 eV
**Frontier orbital gap**: 9.25 eV
**HOMO**: -8.40 eV

Element x y z (Å)
C 0.5690 -1.7310 -1.3448
C -0.3211 -0.7869 0.8911
O 0.8680 -0.7033 1.4261
C -0.6566 0.4829 0.1540
C -0.9064 1.6130 1.0701
N 0.3200 1.5721 0.2760
H 1.2176 -2.6057 -1.2998
H -0.0561 -1.7221 -2.2390
H 1.1793 -0.8196 -1.3040
H -0.1041 -1.8274 -0.4661
H 1.3151 0.1409 1.1494
H -1.2591 0.4102 -0.7505
H -0.7659 1.4393 2.1349
H -1.6870 2.3213 0.8109
H 0.2875 2.2163 -0.5083

Cartesian forces (eV/Å) of the 2 atoms listed first:
C 0.0 -0.1 -0.1
C 0.0 0.4 0.5

---

Entry 16:
The molecule C4H9NO in a non-equilibrium geometry, computed with ωB97M-V/def2-TZVPD.

Summary:
**Structure (SMILES)**: N[C@H]1C[C@@H]1CO
**Maximum force**: 3.0 eV/Å
**M**: 87.12 u
**DFT total energy**: -7830.17623 eV
**Frontier orbital gap**: 10.27 eV
**HOMO**: -9.33 eV

Element x y z (Å)
N -1.2061 -2.1102 0.0163
C -0.5323 -0.9684 0.5594
C 0.9658 -0.8792 0.4302
C 0.0889 0.0438 -0.3668
C -0.0312 1.4777 0.0350
O 0.8791 2.2420 -0.8004
H -1.1976 -2.8922 0.6635
H -2.2022 -1.8543 -0.1213
H -0.9782 -0.5770 1.4913
H 1.3655 -1.7501 -0.0417
H 1.5888 -0.4996 1.2357
H 0.0259 -0.1322 -1.4563
H -1.0904 1.7202 -0.1540
H 0.1031 1.5978 1.1307
H 0.8485 3.1800 -0.4058

Cartesian forces (eV/Å) of the 2 atoms listed first:
N -1.0 0.1 -0.4
C 0.0 0.6 0.9